[1]
Density functional theory data (ωB97M-V with the def2-TZVPD basis set) for a molecular structure, C45H28Br2CdF2N6O3S.

Computed properties:
net charge: -2

CARTESIAN COORDINATES (ANGSTROEM)
Cd 1.02583 0.10394 1.00315
O 2.75383 1.80247 3.65474
C 2.84977 1.90611 2.43405
O 1.87067 2.01843 1.61110
C 4.24553 1.95840 1.82108
C 5.21956 2.49554 2.66859
C 6.53799 2.65531 2.29144
C 6.91166 2.23655 1.01849
C 5.97126 1.68234 0.17657
C 4.61468 1.52928 0.53220
S 3.66863 0.78801 -0.77035
H 4.88566 2.78210 3.65747
H 7.25993 3.08745 2.97468
H 7.93803 2.33523 0.68045
H 6.26575 1.34423 -0.80884
Br 1.54476 6.82086 -3.81034
C 0.79716 5.35928 -2.83061
C 1.48629 4.16898 -2.75229
C 0.92421 3.10783 -2.04661
C -0.30392 3.23986 -1.41935
C -0.95694 4.47048 -1.48982
C -0.42616 5.53129 -2.19921
N -0.98878 2.58118 0.76539
C -1.94711 2.15291 1.73771
C -1.84694 0.97014 2.40585
C -2.68348 0.76180 3.61603
C -2.69729 -0.36562 4.33878
C -1.97597 -1.58152 3.84185
C -0.93336 -1.15787 2.79857
N -0.99461 0.00390 2.02615
H 2.45717 4.05770 -3.21544
H 1.49070 2.19209 -1.94655
H -1.89510 4.59500 -0.96339
H -0.94101 6.48127 -2.25256
H -2.70726 2.87222 2.02784
H -3.27536 1.61307 3.93649
H -3.30662 -0.42711 5.23743
H -2.69767 -2.33112 3.49311
H -0.76861 -2.01140 2.13381
Br -5.68059 -4.03331 -0.08360
C -5.04945 -2.90555 -1.47495
C -5.87172 -1.90419 -1.95841
C -5.40784 -1.10629 -2.99071
C -4.12836 -1.27665 -3.50376
C -3.31412 -2.29456 -3.01106
C -3.78336 -3.11273 -1.99437
N -3.84786 -0.41121 -4.63413
N -2.73133 0.04037 -4.90691
C -1.59312 -0.18191 -4.04986
C -0.57517 -0.96505 -4.58519
C 0.50690 -1.24500 -3.75673
C 0.55946 -0.72421 -2.48985
O 1.77826 -1.02792 -1.76207
C -0.36204 0.23787 -1.96537
N -0.19900 0.85937 -0.82091
C -0.96767 2.10385 -0.61002
C -2.37825 1.90771 -1.11114
C -2.61185 1.17322 -2.19759
C -1.52928 0.42107 -2.80804
H -6.85815 -1.75599 -1.54191
H -6.03262 -0.32680 -3.40730
H -2.32277 -2.46074 -3.40359
H -3.15542 -3.89921 -1.59943
H -0.64621 -1.35861 -5.58878
H 1.32338 -1.86678 -4.09473
H -0.04363 2.57868 1.14822
H -3.18415 2.37716 -0.56136
H -3.62336 1.07198 -2.56796
F 2.38706 -3.55058 -2.78904
C 2.18697 -3.40387 -1.46250
C 1.82970 -2.18925 -0.90721
C 1.60023 -1.99992 0.42546
C 1.74167 -3.11380 1.28293
C 2.12675 -4.31799 0.71935
F 2.32213 -5.41032 1.51147
C 2.34742 -4.49790 -0.63701
C 1.23322 -2.93229 2.67639
C 0.38304 -3.95415 3.33389
C -0.48987 -3.62576 4.29598
C -0.78852 -2.20509 4.66686
C 0.19805 -1.28314 3.89079
N 1.32223 -1.75120 3.14983
H 2.20918 -0.22580 -1.20656
H 2.64286 -5.45770 -1.03462
H 0.54040 -4.99222 3.07070
H -0.99324 -4.42101 4.84039
H -0.86252 -2.07873 5.75122
H 0.41970 -0.33441 4.37554

***

[2]
Density functional theory data (ωB97M-V with the def2-TZVPD basis set) for a gas-phase ion, C6H10N (charge +1) at a distorted geometry.

Computed properties:
net charge: +1

CARTESIAN COORDINATES (ANGSTROEM)
C -0.84846 -0.57388 1.72119
C -0.67528 -0.34886 0.28267
C 0.68622 -0.37886 1.59333
C 0.44689 0.50094 0.09577
C -1.35895 -1.15083 -0.77977
C 1.43010 1.01357 -1.22031
N 0.72966 1.06902 1.32508
H -1.38779 0.27379 2.23176
H -1.30789 -1.51864 2.01650
H -1.09021 -0.86222 -1.72377
H -2.42782 -1.15164 -0.64485
H -1.28662 -2.29976 -0.67654
H 0.77027 1.79244 -1.65019
H 1.61419 0.26802 -1.90331
H 2.37396 1.43610 -0.84495
H 0.05814 1.74316 1.65122
H 1.68615 1.35910 1.37557

***

[3]
Density functional theory data (ωB97M-V with the def2-TZVPD basis set) for C21H20BrN3O3 in the gas phase at a distorted geometry.

Computed properties:
net charge: 0

CARTESIAN COORDINATES (ANGSTROEM)
C 0.81737 -0.26675 1.71173
H 1.35228 -0.76027 2.52947
O 0.22038 -1.19880 0.84790
C 0.99722 -2.21528 0.33694
C 2.38255 -2.19447 0.42496
C 3.15825 -3.21192 -0.10073
C 2.54330 -4.28627 -0.71209
C 1.16661 -4.32183 -0.79774
C 0.35600 -3.29989 -0.29962
N -1.02687 -3.47511 -0.43929
C -1.53648 -3.66446 -1.78066
H -0.91976 -4.36845 -2.33622
C -1.57660 -2.31592 -2.52813
N -1.71986 -1.23097 -1.57554
C -0.91347 -0.16174 -1.71173
O -0.11942 -0.05867 -2.63670
C -1.00360 0.96113 -0.74197
N -1.95235 1.21096 0.12940
O -1.63942 2.36436 0.75761
C -0.47781 2.84589 0.26900
C -0.02614 1.98738 -0.70112
H 0.84786 2.04054 -1.31321
C 0.05531 4.08099 0.80671
C 1.25694 4.60416 0.32634
C 1.76154 5.78112 0.84123
C 1.06297 6.43959 1.84130
C -0.13199 5.93799 2.33221
C -0.63231 4.76075 1.81396
H -1.56233 4.35838 2.18418
H -0.66329 6.46449 3.10989
Br 1.75878 8.06084 2.55303
H 2.68986 6.18775 0.47083
H 1.79516 4.08961 -0.45337
C -2.58252 -1.54040 -0.46377
H -3.56193 -1.81476 -0.87126
C -1.98824 -2.72925 0.34028
H -1.52297 -2.38413 1.25830
H -2.79845 -3.42024 0.60763
H -2.69754 -0.66096 0.16419
H -2.40952 -2.29350 -3.24105
H -0.64522 -2.14394 -3.07265
H -2.54214 -4.08638 -1.69176
H 0.69098 -5.17883 -1.24950
H 3.12876 -5.09888 -1.11422
H 4.23329 -3.15814 -0.02512
H 2.87640 -1.35780 0.89301
H -0.00378 0.31812 2.12623
H 1.50218 0.40399 1.18113

***

[4]
Density functional theory data (ωB97M-V with the def2-TZVPD basis set) for 2 unconnected molecules or ions with the total composition C32H30BClF4O2S at a distorted geometry.

Computed properties:
net charge: 0

CARTESIAN COORDINATES (ANGSTROEM)
F -2.62110 3.54888 -3.74608
C -2.60141 2.19670 -3.52927
C -3.74355 1.46395 -3.82169
C -3.69926 0.11791 -3.45406
F -4.85744 -0.61181 -3.57380
C -2.55712 -0.52634 -2.98930
C -1.40260 0.24610 -2.68758
C -0.22331 -0.32992 -2.07338
C 0.97483 0.36831 -2.26265
C 2.24108 -0.17998 -2.33730
C 3.42512 0.51373 -2.74493
C 4.63352 -0.20651 -2.97403
C 5.72105 0.43153 -3.54376
F 6.84428 -0.31000 -3.85011
C 5.73377 1.79352 -3.85854
C 4.56198 2.49836 -3.56892
F 4.53216 3.84341 -3.87746
C 3.43386 1.91515 -3.00782
C -1.44177 1.62886 -3.03122
H -4.61281 1.91386 -4.27887
H -2.52764 -1.60648 -2.80465
H -0.22986 -1.39536 -1.86583
H 0.89745 1.44704 -2.38168
H 2.32835 -1.23506 -2.07726
H 4.67829 -1.27071 -2.73829
H 6.62122 2.27959 -4.24440
H 2.54773 2.51808 -2.80761
H -0.60534 2.30680 -2.85113
C -1.16098 -2.99524 6.29636
C -0.73012 -2.11647 5.19498
C -0.03049 -0.93667 5.27988
C 0.30141 -0.33309 4.01362
C -0.20532 -1.06589 2.95584
B -0.31543 -0.50689 1.38943
C 0.99250 -1.31827 0.76513
C 2.19213 -0.65829 0.59074
C 3.33119 -1.37156 0.18763
C 3.22919 -2.72973 -0.11882
Cl 4.59477 -3.58283 -0.73721
C 1.99784 -3.38158 -0.00167
C 0.87402 -2.65949 0.42062
O -1.58201 -0.93223 0.87928
C -2.47412 0.08373 1.29184
C -3.60283 0.15787 0.28819
C -3.08646 -0.25469 2.65519
C -1.54733 1.42097 1.33195
C -1.35015 2.15161 0.00537
C -2.07187 2.44719 2.31154
O -0.25492 0.92108 1.65107
S -0.98696 -2.52404 3.50241
H -1.10382 -2.46007 7.24100
H -2.18750 -3.33305 6.15638
H -0.51983 -3.87552 6.36354
H 0.24857 -0.53040 6.23791
H 0.88513 0.58480 3.92367
H 2.24077 0.41392 0.77584
H 4.28282 -0.87412 0.05959
H 1.93680 -4.44176 -0.21058
H -0.08671 -3.16053 0.54586
H -4.05565 1.15765 0.29688
H -3.24817 -0.07096 -0.71850
H -4.35958 -0.59877 0.53100
H -3.93447 0.41204 2.90193
H -3.46853 -1.28621 2.64700
H -2.36437 -0.19802 3.48163
H -2.27088 2.56490 -0.44043
H -0.59675 2.95629 0.12181
H -0.93181 1.42734 -0.69151
H -3.02309 2.85041 1.92621
H -2.23870 2.00061 3.29290
H -1.36977 3.28638 2.38610

***

[5]
Density functional theory data (ωB97M-V with the def2-TZVPD basis set) for a molecular structure, C31H43FeN2P2S5 at a distorted geometry.

Computed properties:
spin multiplicity: 5
<S²>: 6.14
net charge: -1

CARTESIAN COORDINATES (ANGSTROEM)
Fe 0.57073 1.21388 0.28928
C 1.81940 2.80044 1.41110
C 1.02053 2.24370 2.42277
C 1.54645 0.93152 2.73149
C 2.64975 0.71453 1.92187
C 2.77225 1.82432 1.03384
C 3.92999 2.09105 0.11910
C 3.71450 -0.32203 2.12990
C 1.16100 0.10848 3.92965
C 0.12374 3.02792 3.33669
C 1.89390 4.23017 0.96923
H 4.54262 2.91359 0.50569
H 3.60611 2.38285 -0.88368
H 4.57320 1.21600 0.02239
H 3.44585 -1.00286 2.93792
H 4.65504 0.16233 2.41120
H 3.93114 -0.92185 1.24820
H 0.22230 0.44899 4.36639
H 1.92219 0.18379 4.71310
H 1.04433 -0.95035 3.69944
H 0.71698 3.53845 4.10398
H -0.58684 2.39132 3.86234
H -0.43967 3.79682 2.80859
H 2.77775 4.70820 1.40965
H 1.02408 4.80537 1.27228
H 1.98599 4.31507 -0.11795
C -2.71094 1.35813 -1.34824
P -1.65988 0.50994 -0.12379
C -1.66503 -1.16584 -0.83654
N -2.83549 -1.61069 -1.34934
C -2.85571 -2.93113 -1.72682
C -4.02635 -3.48206 -2.26694
C -4.08809 -4.81737 -2.63872
C -2.97389 -5.63747 -2.47225
C -1.80165 -5.11350 -1.94465
C -1.71100 -3.76454 -1.57326
N -0.52579 -3.26430 -1.08840
C -0.53970 -1.95704 -0.74582
P 1.03032 -1.21996 -0.20961
C 1.41763 -2.42646 1.11457
C 2.18503 -1.73164 -1.62158
C 3.44602 -0.86132 -1.57568
C 2.60561 -3.20007 -1.56132
C 1.45726 -1.47477 -2.94722
C -2.79251 0.31916 1.36035
C -4.14570 -0.30254 1.01578
C -3.05392 1.68961 1.98186
C -2.05696 -0.57932 2.35559
H -3.47468 0.64111 -1.64705
H -2.10150 1.61093 -2.21713
H -3.15096 2.26900 -0.94864
H -4.88150 -2.82571 -2.38445
H -5.00287 -5.22373 -3.05516
H -3.02226 -6.68230 -2.75803
H -0.91923 -5.73026 -1.81460
H 1.11887 -3.40813 0.74860
H 0.81644 -2.17541 1.98736
H 2.46194 -2.43140 1.39581
H 4.07777 -1.11102 -0.72091
H 3.21195 0.20162 -1.53223
H 4.03946 -1.03739 -2.48026
H 3.19887 -3.41590 -0.66768
H 3.23689 -3.41075 -2.43299
H 1.73940 -3.86183 -1.57656
H 1.09235 -0.44883 -3.03474
H 0.61147 -2.15181 -3.06446
H 2.15755 -1.65171 -3.77223
H -4.72800 0.34423 0.35358
H -4.70803 -0.41538 1.95079
H -4.05239 -1.27428 0.53433
H -3.54584 2.36828 1.28169
H -2.13992 2.16281 2.31794
H -3.71385 1.56368 2.84804
H -1.95333 -1.59645 1.96806
H -2.61774 -0.62485 3.29617
H -1.05981 -0.19476 2.56853
S -1.19388 6.03528 -5.30813
C -0.86810 5.09224 -4.00731
S 0.28259 3.80493 -4.02892
C 0.14306 3.28806 -2.36385
C -0.77053 4.02452 -1.58669
S -1.09695 3.78223 0.02089
S -1.61047 5.29061 -2.46271
S 1.10065 2.00384 -1.85948

***

[6]
Density functional theory data (ωB97M-V with the def2-TZVPD basis set) for 2 unconnected molecules or ions with the total composition C2H7N2O.

Computed properties:
net charge: -1

CARTESIAN COORDINATES (ANGSTROEM)
N 0.81323 -0.21585 -1.29810
C 1.04462 1.05089 -1.00185
N 0.36830 1.75762 -0.12787
H -0.17035 -1.26563 -0.31233
H 1.35990 -0.48846 -2.10614
H 1.85353 1.55958 -1.57177
H 0.88602 2.60237 0.09380
C -1.24777 -0.97073 1.29458
O -0.70063 -1.82032 0.32452
H -1.86545 -0.18356 0.85319
H -1.85989 -1.57428 1.97160
H -0.48152 -0.45161 1.88035

***

We obtain energy above the lowest of the compared OMol25 structures with the same formula, charge and spin values of 102.3 89.7 0.7 90.1 23.4 3.6 kcal/mol for the records listed above, in that order.